Record 1
DFT (wB97M-V/def2-TZVPD) results for a cluster of 3 separate species, C16H45ClN7O5P3 in total.

Results
LUMO level = 0.624 eV
frontier orbital gap = 9.02 eV
total energy = -2880.44408 hartree
SMILES string = CC[C@@H](Cl)OC(=O)N[PH2]=O.CN(C)P(=O)(N(C)C)N(C)C.CN(C)P(=O)(N(C)C)N(C)C
HOMO energy = -8.401 eV

Structure (ORCA input):
```
! RIJCOSX wB97M-V def2-TZVPD def2/J DEFGRID3
* xyz 0 1
Cl -0.396 0.597 -0.115
P -0.072 1.835 4.988
P -4.144 -2.264 1.084
P 1.160 -1.097 -5.192
O 1.948 -1.102 -3.944
O -1.790 -2.286 -1.146
O -5.098 -1.651 2.021
O 0.439 0.974 3.900
O -0.684 -1.929 0.763
N -0.380 -1.649 -4.801
N 1.985 -2.188 -6.198
N 0.792 -0.029 -6.456
N 1.328 2.513 5.662
N -0.855 1.661 6.477
N -1.047 3.005 4.266
N -2.906 -1.216 0.592
C -1.123 4.407 4.621
C 2.602 2.126 5.064
C -1.011 -1.024 -3.643
C 1.524 -1.283 0.094
C -2.027 2.496 3.317
C -0.246 0.976 -6.160
C 0.242 -0.823 0.762
C 1.353 -3.041 -7.184
C -2.307 1.403 6.412
C -0.247 0.609 7.321
C 1.405 3.843 6.235
C 1.983 0.686 -6.961
C 2.140 -2.474 0.855
C -1.198 -2.544 -5.593
C -1.775 -1.853 -0.033
C 3.174 -2.824 -5.640
H 0.935 -3.953 -6.743
H 2.630 1.059 4.865
H 2.213 -0.442 0.058
H 0.569 -2.513 -7.724
H -2.212 -2.557 -5.195
H -0.722 0.617 8.301
H -0.832 -3.572 -5.563
H -1.259 4.572 5.694
H 0.522 4.073 6.827
H -2.831 2.272 6.019
H -1.213 0.496 -6.025
H -1.557 1.738 2.695
H -3.449 -3.368 1.601
H -3.304 -0.613 -0.127
H -2.677 1.235 7.422
H 1.701 -2.599 1.845
H -0.293 -0.916 -2.833
H -2.388 3.283 2.654
H -2.900 2.040 3.799
H 2.259 3.897 6.916
H 2.807 2.655 4.126
H 1.542 4.619 5.474
H 3.221 -2.377 0.926
H 2.746 -0.027 -7.262
H 3.777 -3.223 -6.460
H -0.023 1.581 -5.275
H -0.364 -0.388 6.885
H 3.405 2.352 5.769
H 3.784 -2.105 -5.102
H -1.982 4.861 4.128
H -4.796 -2.703 -0.081
H 1.943 -3.397 0.311
H 0.415 -0.532 1.796
H 1.705 1.274 -7.836
H 2.933 -3.647 -4.957
H 2.410 1.360 -6.211
H -1.826 -1.636 -3.276
H -1.411 -0.025 -3.867
H -1.280 -2.238 -6.640
H -0.240 4.961 4.297
H -2.564 0.530 5.804
H 2.092 -3.348 -7.930
H 1.271 -1.604 -0.917
H -0.337 1.646 -7.015
H 0.813 0.807 7.457
*
```



Record 2
DFT (wB97M-V/def2-TZVPD) results for a cluster of 3 separate species, C10H20NO12S2 in total.

Results
LUMO level = 2.165 eV
frontier orbital gap = 6.72 eV
total energy = -2146.97074 hartree
HOMO energy = -4.558 eV

Structure (ORCA input):
```
! RIJCOSX wB97M-V def2-TZVPD def2/J DEFGRID3
* xyz -1 1
S 0.490 -3.972 -1.364
S 1.922 -1.810 -2.606
O -2.365 5.250 1.737
O 2.855 -2.102 -3.645
O 2.821 -2.561 2.772
O -1.664 0.787 -1.990
O -2.285 3.526 0.278
O 1.642 -0.647 2.682
O -1.025 3.609 2.149
O 0.292 -1.937 -5.166
O 1.270 -2.244 4.241
O -1.573 -0.814 -4.839
O 2.573 -1.974 -1.321
O -2.258 -0.489 -2.181
N 0.605 -2.883 -2.674
C 0.235 -1.424 4.776
C 1.893 -1.713 3.180
C -3.344 5.864 0.899
C -1.296 -1.486 -1.879
C 1.464 -0.102 -2.762
C -1.926 4.071 1.288
C 3.563 -2.098 1.628
C -0.703 -2.292 -3.084
C -0.676 -1.592 -4.467
C -0.464 2.343 1.784
H 0.963 0.270 -1.871
H 0.056 2.415 0.830
H 4.287 -2.868 1.379
H -0.189 -1.959 5.623
H -1.981 1.072 -1.120
H 4.095 -1.178 1.867
H 2.408 0.438 -2.826
H -2.933 6.067 -0.088
H -1.816 -2.210 -1.239
H -4.231 5.237 0.820
H 0.636 -0.473 5.124
H -1.239 1.580 1.738
H 2.904 -1.949 0.776
H 0.252 2.069 2.552
H 0.882 0.141 -3.650
H -0.072 -3.305 -0.323
H -0.547 -1.258 4.037
H -0.529 -1.052 -1.234
H -3.618 6.805 1.369
H -1.369 -3.149 -3.202
*
```



Record 3
DFT (wB97M-V/def2-TZVPD) results for a structure of composition C8H7CaN3O4.

Results
LUMO level = -7.753 eV
frontier orbital gap = 8.67 eV
total energy = -1451.39797 hartree
HOMO energy = -16.421 eV

Structure (ORCA input):
```
! RIJCOSX wB97M-V def2-TZVPD def2/J DEFGRID3
* xyz 2 1
Ca 0.765 -1.343 -1.968
O -2.574 -0.907 -3.279
O -0.352 4.183 -4.097
O 1.700 -1.278 -0.040
O 3.420 -1.735 -4.396
N -0.296 -0.041 -0.174
N 0.752 -0.569 1.891
N -2.310 1.244 -0.178
C -0.379 3.115 -3.684
C 1.786 -1.201 2.731
C 2.587 -1.580 -3.608
C -0.273 0.042 2.587
C -1.310 0.647 0.486
C 0.739 -0.615 0.548
C -1.508 -0.821 -2.840
C -1.302 0.658 1.905
H 1.339 -0.963 3.722
H -2.238 1.262 -1.199
H -0.111 -0.049 3.663
H -3.042 1.842 0.250
H 2.781 -0.735 2.596
H 1.865 -2.290 2.544
H -2.040 1.134 2.540
*
```



Record 4
DFT (wB97M-V/def2-TZVPD) results for a structure of composition C34H45AsGaN9S.

Results
LUMO level = 0.410 eV
frontier orbital gap = 6.93 eV
total energy = -6374.03405 hartree
HOMO energy = -6.520 eV

Structure (ORCA input):
```
! RIJCOSX wB97M-V def2-TZVPD def2/J DEFGRID3
* xyz 0 1
As 2.217 -0.672 3.753
Ga 1.256 1.819 0.711
S 3.489 -0.660 2.113
N -3.635 0.320 -0.704
N -1.939 0.867 0.598
N 0.015 3.957 0.139
N -3.950 1.075 -3.945
N 0.083 -1.908 0.115
N 1.329 -2.187 -0.363
N -3.907 0.007 -3.103
N -3.346 0.786 -5.028
N 1.948 -1.197 -1.034
C -2.882 -2.311 -3.282
C 1.724 4.628 1.777
C -2.308 0.656 -0.646
C -4.544 0.133 -1.831
C 1.881 -4.349 0.682
C -1.409 4.002 -0.176
C 0.607 -1.668 3.388
C 0.284 4.758 1.341
C -1.366 0.725 -1.801
C 3.775 5.543 2.633
C 4.190 -0.541 -1.852
C 0.786 4.428 -1.010
C -1.820 -2.554 -5.468
C 1.606 1.055 4.366
C 2.211 -3.167 -0.147
C 3.640 3.221 2.020
C 2.990 -1.476 5.329
C -0.761 -3.967 -1.000
C -0.876 -2.834 -0.169
C 3.425 -2.777 -0.740
C 2.447 5.712 2.254
C 3.240 -1.510 -1.242
C -2.880 -0.510 -4.938
C 4.374 4.299 2.513
C -4.111 0.320 0.588
C -3.189 -3.488 0.249
C -2.158 -1.278 -5.854
C -3.056 0.667 1.370
C -1.828 -4.843 -1.165
C -3.049 -4.630 -0.546
C -2.144 -2.609 0.427
C -2.176 -3.058 -4.200
C 2.304 3.363 1.641
C -3.238 -1.025 -3.693
H -0.055 -1.673 4.254
H 1.981 6.689 2.332
H 5.164 -1.008 -1.977
H -1.261 -3.189 -6.142
H 0.531 5.466 -1.266
H -4.134 -3.287 0.744
H -0.002 5.810 1.187
H -1.728 5.027 -0.412
H -1.986 3.631 0.669
H 4.121 2.250 1.936
H 4.346 -3.334 -0.728
H 0.124 -1.212 2.523
H -0.447 1.169 -1.425
H -3.868 -5.326 -0.673
H 1.327 1.659 3.507
H -5.161 -0.743 -1.631
H -3.109 -2.705 -2.298
H 2.420 1.560 4.885
H -1.872 -4.057 -3.922
H 1.261 -4.034 1.524
H -3.029 0.758 2.444
H -0.368 4.365 2.127
H -1.692 -5.715 -1.798
H 0.167 -4.165 -1.523
H -1.885 -0.874 -6.819
H 2.259 -1.505 6.137
H -1.747 1.323 -2.630
H 5.412 4.170 2.796
H 1.309 -5.097 0.132
H 3.856 -0.889 5.627
H 3.842 -0.199 -2.827
H -1.618 3.369 -1.036
H 4.307 0.330 -1.203
H -5.137 0.082 0.814
H 1.480 -0.292 -0.990
H 3.312 -2.484 5.077
H 0.891 -2.686 3.126
H -5.183 1.010 -1.920
H 0.564 3.797 -1.872
H 2.797 -4.803 1.055
H 4.340 6.387 3.010
H -1.129 -0.277 -2.166
H 1.852 4.376 -0.799
H 0.754 0.933 5.035
H -2.254 -1.729 1.048
*
```



Record 5
DFT (wB97M-V/def2-TZVPD) results for a cluster of 2 separate species, C41H40F5N4OS in total.

Results
LUMO level = -4.365 eV
frontier orbital gap = 5.85 eV
total energy = -2777.92260 hartree
HOMO energy = -10.214 eV

Structure (ORCA input):
```
! RIJCOSX wB97M-V def2-TZVPD def2/J DEFGRID3
* xyz 1 1
S -4.256 5.028 2.022
F 2.169 2.108 3.672
F 5.647 -1.314 1.168
F 6.601 0.617 2.872
F 2.954 -1.508 0.696
F 4.860 2.352 4.096
O 2.195 -1.992 4.145
N -0.968 -0.717 3.274
N -3.886 2.918 0.369
N -4.074 5.123 -0.542
N 0.067 -2.702 3.586
C -1.746 -2.673 1.930
C -8.322 0.793 2.334
C -6.143 -0.248 2.591
C -4.336 7.569 -0.987
C 0.813 2.036 -1.313
C -1.390 1.029 -1.209
C -3.650 2.787 -3.505
C -1.261 -2.163 3.292
C 0.459 -0.418 3.348
C 4.395 1.409 3.252
C 0.324 -4.113 3.767
C -4.882 7.774 1.782
C -4.055 4.198 0.475
C -4.267 6.456 -0.150
C -4.998 8.895 0.949
C -5.491 1.014 2.421
C -2.243 -2.563 4.402
C -6.320 2.149 2.237
C 1.042 0.101 2.038
C 5.281 0.528 2.627
C -0.004 0.900 -1.334
C 1.057 -1.775 3.734
C -7.532 -0.348 2.537
C -1.967 2.295 -1.069
C -4.106 3.243 -2.111
C -3.483 2.426 -0.968
C -7.704 2.045 2.189
C -1.148 3.423 -1.002
C 3.031 1.283 3.014
C -3.871 4.728 -1.943
C 3.426 -0.537 1.525
C 2.516 0.301 2.169
C -4.500 6.556 1.223
C -4.705 8.800 -0.421
C -4.221 3.661 -4.626
C -1.840 0.273 2.984
C -3.197 0.102 2.751
C 0.240 3.298 -1.145
C 4.795 -0.451 1.756
C -4.063 1.154 2.448
C -4.014 1.323 -3.748
H -2.382 -3.652 4.382
H -2.693 -2.203 1.652
H -4.770 9.688 -1.050
H -5.098 1.175 -3.642
H 1.894 1.934 -1.431
H -1.893 -3.759 1.987
H -3.500 0.645 -3.059
H -5.315 9.848 1.373
H -5.550 -1.147 2.771
H -3.919 1.423 -0.996
H -5.828 3.120 2.135
H -5.088 7.813 2.849
H -3.731 1.035 -4.767
H -3.922 3.252 -5.599
H -0.998 -2.446 1.157
H -5.319 3.682 -4.592
H -3.604 -0.910 2.808
H -2.034 0.144 -1.216
H 0.846 -0.630 1.241
H -1.834 -2.268 5.377
H -2.859 5.017 -2.278
H -8.306 2.942 2.035
H -0.042 -4.678 2.901
H 0.431 -0.093 -1.468
H -8.002 -1.326 2.653
H -4.106 7.470 -2.050
H 0.857 4.198 -1.120
H 0.667 0.313 4.147
H -3.848 4.691 -4.579
H 0.544 1.044 1.775
H -5.196 3.069 -2.057
H -1.408 1.279 2.967
H -4.586 5.301 -2.546
H -0.180 -4.494 4.665
H -3.214 -2.083 4.268
H -2.550 2.884 -3.534
H -1.592 4.404 -0.823
H 1.401 -4.263 3.871
H -9.408 0.706 2.288
H -3.640 2.151 2.353
*
```



Record 6
DFT (wB97M-V/def2-TZVPD) results for a structure of composition C5H8NO5S.

Results
LUMO level = 3.633 eV
frontier orbital gap = 8.51 eV
total energy = -1024.45402 hartree
HOMO energy = -4.881 eV

Structure (ORCA input):
```
! RIJCOSX wB97M-V def2-TZVPD def2/J DEFGRID3
* xyz -1 1
S 2.309 0.662 -0.102
O 3.344 -0.369 -0.180
O 1.034 0.199 0.952
O 3.003 1.726 1.121
O 0.895 -0.360 -1.177
O -2.589 1.959 0.692
N -0.953 0.703 -0.211
C -1.305 1.084 -1.605
C -1.619 1.239 0.793
C -0.395 -2.792 0.025
C -0.416 -1.552 0.473
C 0.172 -0.308 -0.065
H -0.307 1.466 -1.957
H -1.433 0.782 1.843
H -1.949 1.948 -1.413
H -1.079 -1.273 1.255
H 3.734 1.307 1.707
H -0.807 -3.598 0.764
H -1.855 0.327 -2.132
H 0.215 -3.153 -0.783
*
```



Record 7
DFT (wB97M-V/def2-TZVPD) results for an isolated molecule of C18H24N4O5S.

Results
LUMO level = -0.087 eV
frontier orbital gap = 9.36 eV
total energy = -1693.68714 hartree
SMILES string = COCc1nnc(NC(=O)c2ccc(S(=O)(=O)N(C)C3CCCCC3)cc2)o1
HOMO energy = -9.447 eV

Structure (ORCA input):
```
! RIJCOSX wB97M-V def2-TZVPD def2/J DEFGRID3
* xyz 0 1
S 2.091 1.617 -0.627
O 2.682 2.626 -1.459
O -1.569 -0.851 -5.675
O -0.577 -2.674 0.539
O -1.320 -2.931 -2.160
O 2.953 0.713 0.076
N -1.452 -5.113 -1.990
N -1.441 -2.770 -4.519
N 1.009 2.336 0.412
N -1.501 -4.800 -3.303
C 1.469 -0.591 -2.142
C -1.204 -1.414 -4.673
C -0.141 1.197 -2.191
C 0.816 3.763 0.315
C -1.343 -4.011 -1.331
C -1.408 -3.511 -3.377
C 1.876 2.066 2.736
C -0.775 1.063 3.511
C 1.028 0.644 -1.705
C 1.676 1.241 4.005
C 0.732 -1.288 -3.083
C -0.880 0.506 -3.135
C -0.449 -0.741 -3.580
C -1.237 -3.846 0.150
C 0.268 1.441 4.558
C -1.369 -1.510 0.491
C -0.579 1.890 2.242
C 0.830 1.669 1.690
H -0.679 0.001 3.274
H -0.453 2.168 -1.842
H -1.320 1.616 1.487
H 1.300 4.088 -0.603
H -0.731 -0.700 0.836
H -1.710 -1.282 -0.524
H 2.414 1.534 4.753
H 0.133 2.487 4.843
H 1.781 3.127 2.976
H -0.250 3.999 0.269
H 0.970 0.606 1.467
H 1.268 4.300 1.152
H 1.831 0.186 3.774
H -2.240 -1.603 1.151
H -1.795 -3.262 -5.331
H -1.780 1.230 3.906
H -0.654 -4.687 0.536
H 1.089 -2.239 -3.452
H 2.868 1.889 2.319
H 0.130 0.831 5.453
H -2.248 -3.897 0.587
H 2.390 -0.983 -1.741
H -0.713 2.947 2.480
H -1.787 0.925 -3.544
*
```



Record 8
DFT (wB97M-V/def2-TZVPD) results for a structure of composition C17H22IO9P2RhS2.

Results
LUMO level (alpha / beta) = -1.814 / -1.834 eV
frontier orbital gap (alpha / beta) = 7.34 / 7.33 eV
total energy = -3225.61390 hartree
HOMO energy (alpha / beta) = -9.153 / -9.161 eV

Structure (ORCA input):
```
! RIJCOSX wB97M-V def2-TZVPD def2/J DEFGRID3
* xyz 0 1
I -1.226 -4.016 -1.363
Rh 0.973 -1.160 0.169
S -2.489 -1.155 -0.281
S 0.891 2.503 -0.077
P 3.076 -1.241 2.262
P 3.924 -0.573 -0.489
O 2.550 0.322 2.323
O -1.095 -0.734 -0.613
O 3.572 0.958 -0.137
O 3.769 -1.585 3.500
O 1.829 -2.034 1.885
O 5.164 -0.735 -1.234
O 4.059 -1.238 1.000
O 2.678 -1.181 -1.140
O 0.642 1.114 0.404
C -0.820 3.240 -0.271
C 1.503 3.616 -2.494
C -2.411 1.527 0.667
C 1.419 2.469 -4.595
C 1.626 3.635 -3.871
C -2.235 -3.352 3.702
C -3.230 -3.665 2.786
C -1.850 2.173 -0.603
C -1.368 -1.674 2.220
C 1.007 1.255 -2.564
C -2.372 -1.985 1.322
C 1.169 2.430 -1.859
C -3.305 -2.974 1.590
C 0.678 -3.290 -0.829
C -1.310 -2.358 3.425
C -3.355 0.379 0.360
C 1.128 1.280 -3.945
H -3.908 0.077 1.246
H 1.069 -3.910 -0.027
H 1.878 4.555 -4.379
H -4.062 0.661 -0.420
H 2.876 0.689 3.144
H -2.179 -3.889 4.636
H -4.063 -3.199 0.856
H 3.047 0.965 0.676
H -0.530 -2.127 4.133
H -1.584 1.166 1.281
H -2.668 2.607 -1.184
H 0.989 0.371 -4.509
H 1.660 4.515 -1.912
H -1.054 3.726 0.674
H 0.796 0.324 -2.046
H 1.484 2.491 -5.673
H 1.305 -3.299 -1.712
H -0.632 -0.903 1.991
H -1.385 1.403 -1.220
H -2.950 2.284 1.248
H -3.942 -4.447 2.998
H -0.739 3.994 -1.050
*
```